This record from OMol25 describes a cluster of 17 separate species, C42H108Br2N8O24 in total. The level of theory is ωB97M-V with the def2-TZVPD basis set.

Output
Relative energy (zero: lowest compared OMol25 entry of this formula, charge and spin)   15.3 kJ/mol

Structure (ORCA input):
```
! wB97M-V def2-TZVPD RIJCOSX def2/J DEFGRID3
* xyz 0 1
C 2.829 0.124 -4.032
N 2.550 1.300 -3.142
O 1.585 2.000 -3.466
O 3.405 1.615 -2.296
H 3.717 -0.421 -3.712
H 2.988 0.452 -5.059
H 1.957 -0.522 -3.929
C -1.209 -2.377 -4.154
N -1.121 -3.632 -3.372
O -0.123 -3.714 -2.681
O -2.062 -4.425 -3.385
H -0.254 -2.213 -4.653
H -1.498 -1.566 -3.486
H -1.911 -2.511 -4.976
C -5.271 -5.118 -2.802
N -4.863 -4.126 -1.672
O -4.684 -2.939 -1.920
O -4.827 -4.630 -0.567
H -6.175 -4.804 -3.325
H -5.378 -6.131 -2.414
H -4.473 -4.989 -3.533
C 0.160 2.528 -6.334
N 0.052 1.110 -6.688
O -0.238 0.814 -7.878
O 0.311 0.293 -5.758
H -0.033 2.651 -5.269
H -0.556 3.103 -6.922
H 1.172 2.682 -6.708
C -1.847 -6.137 -0.623
N -2.643 -7.403 -0.367
O -2.282 -8.287 0.406
O -3.681 -7.485 -0.940
H -1.169 -6.127 0.230
H -2.488 -5.264 -0.740
H -1.281 -6.391 -1.520
C -2.799 -4.375 2.415
N -3.699 -5.528 2.807
O -3.299 -6.572 3.294
O -4.906 -5.312 2.711
H -1.796 -4.755 2.610
H -3.015 -3.545 3.087
H -3.044 -4.218 1.365
C -0.384 4.731 -2.058
N -0.926 5.302 -0.729
O -1.857 6.074 -0.807
O -0.359 4.878 0.271
H -1.072 3.963 -2.413
H 0.619 4.324 -1.931
H -0.243 5.580 -2.727
C -5.499 1.112 -0.976
N -6.812 1.321 -0.366
O -6.840 1.339 0.862
O -7.891 1.471 -0.969
H -5.337 0.044 -1.122
H -4.751 1.568 -0.328
H -5.384 1.781 -1.828
Br 0.923 1.696 0.380
C -0.468 0.571 -0.303
C -0.383 -0.817 0.328
Br -1.760 -2.041 -0.531
H -0.517 0.555 -1.392
H -1.387 1.067 0.010
H -0.703 -0.597 1.347
H 0.612 -1.260 0.356
C 3.202 -5.556 1.025
C 1.727 -5.771 0.660
O 1.027 -6.171 1.886
C 1.032 -7.564 2.149
C 0.097 -7.783 3.396
H 3.762 -5.017 0.261
H 3.220 -4.921 1.910
H 3.684 -6.519 1.192
H 1.338 -4.841 0.245
H 1.695 -6.560 -0.091
H 0.703 -8.124 1.274
H 2.028 -7.863 2.475
H 0.011 -8.850 3.601
H -0.849 -7.292 3.168
H 0.535 -7.343 4.292
C -0.926 -1.106 6.647
C -1.631 -1.678 5.443
O -0.796 -1.819 4.310
C 0.164 -2.855 4.382
C 1.050 -2.848 3.123
H 0.038 -1.510 6.959
H -0.834 -0.027 6.528
H -1.617 -1.380 7.445
H -2.260 -2.533 5.692
H -2.379 -0.977 5.073
H 0.873 -2.644 5.182
H -0.232 -3.856 4.557
H 1.634 -1.947 2.934
H 0.475 -3.085 2.228
H 1.809 -3.621 3.239
C 5.531 -2.835 -3.372
C 4.191 -2.951 -2.665
O 4.298 -2.048 -1.524
C 3.113 -2.018 -0.772
C 3.486 -1.350 0.593
H 6.321 -3.044 -2.651
H 5.589 -3.642 -4.103
H 5.668 -1.817 -3.738
H 3.373 -2.663 -3.326
H 4.041 -3.970 -2.309
H 2.328 -1.454 -1.275
H 2.762 -2.982 -0.402
H 3.756 -2.078 1.358
H 2.606 -0.790 0.909
H 4.267 -0.591 0.548
C 8.898 4.535 0.846
C 7.978 3.326 0.517
O 6.744 3.995 0.396
C 5.654 3.220 -0.008
C 4.432 4.192 -0.087
H 8.503 4.945 1.775
H 9.942 4.258 0.990
H 8.754 5.338 0.124
H 8.236 2.746 -0.369
H 7.970 2.656 1.377
H 5.780 2.807 -1.009
H 5.545 2.343 0.630
H 4.394 4.723 0.864
H 3.549 3.577 -0.258
H 4.505 4.974 -0.843
C -4.267 -1.172 2.377
C -4.376 0.332 2.717
O -3.557 1.084 1.883
C -3.636 2.485 2.168
C -2.961 3.309 1.060
H -4.834 -1.838 3.027
H -4.699 -1.399 1.403
H -3.228 -1.476 2.505
H -5.432 0.602 2.752
H -4.021 0.344 3.747
H -4.681 2.740 2.346
H -3.147 2.638 3.129
H -1.893 3.115 1.168
H -3.139 4.384 1.064
H -3.214 2.967 0.056
C 4.290 3.400 3.646
C 3.003 2.646 3.330
O 1.976 3.308 4.071
C 0.607 3.018 3.689
C 0.199 1.518 3.910
H 4.154 4.471 3.796
H 4.738 2.920 4.515
H 4.967 3.264 2.803
H 2.859 2.661 2.250
H 3.168 1.613 3.635
H 0.008 3.602 4.388
H 0.361 3.463 2.725
H 0.576 0.866 3.122
H -0.889 1.486 3.951
H 0.651 1.264 4.869
C -1.373 9.465 1.694
C -0.630 8.136 1.472
O 0.523 8.051 2.399
C 1.157 6.816 2.513
C 2.505 7.099 3.135
H -2.151 9.625 0.948
H -1.918 9.449 2.639
H -0.783 10.379 1.760
H -1.232 7.234 1.577
H -0.154 8.097 0.492
H 0.578 6.079 3.070
H 1.232 6.372 1.521
H 2.420 7.386 4.183
H 2.943 8.002 2.710
H 3.142 6.244 2.907
C -3.242 -1.035 -7.827
C -3.749 0.190 -7.046
O -2.861 0.315 -5.988
C -3.324 1.334 -4.999
C -2.526 1.337 -3.708
H -2.201 -0.934 -8.137
H -3.355 -1.886 -7.156
H -3.825 -1.159 -8.740
H -3.841 1.147 -7.558
H -4.716 -0.102 -6.637
H -3.246 2.302 -5.494
H -4.384 1.220 -4.772
H -2.900 0.588 -3.010
H -2.675 2.290 -3.201
H -1.469 1.183 -3.921
*
```